Entry 1:
The following is a quantum chemistry calculation of 15 unconnected molecules or ions with the total composition C15H60N30O15 in a non-equilibrium geometry, from the OMol25 dataset.

Geometry (Å):
C  -18.73  2.32  15.36
O  -18.95  2.93  16.42
N  -18.21  1.13  15.41
N  -19.01  2.69  14.14
H  -18.02  0.65  14.54
H  -17.85  0.74  16.27
H  -19.45  3.57  13.92
H  -18.80  2.06  13.39
C  -25.66  1.56  12.32
O  -26.24  1.56  13.34
N  -26.21  1.29  11.17
N  -24.42  1.94  12.18
H  -25.79  1.52  10.28
H  -27.10  0.88  10.94
H  -23.79  2.10  12.96
H  -23.92  1.88  11.31
C  -26.63  4.97  14.15
O  -27.02  5.97  14.70
N  -27.29  3.84  14.34
N  -25.45  4.66  13.67
H  -28.30  3.91  14.37
H  -26.94  3.01  13.89
H  -25.14  3.75  13.34
H  -24.72  5.35  13.68
C  -23.48  1.48  8.66
O  -24.59  1.85  8.85
N  -22.33  2.08  9.07
N  -23.21  0.32  8.17
H  -21.53  1.48  9.22
H  -22.49  2.95  9.55
H  -22.38  0.17  7.61
H  -24.07  -0.13  7.86
C  -23.15  7.79  13.01
O  -23.15  7.82  14.20
N  -22.10  7.71  12.27
N  -24.20  7.91  12.32
H  -21.25  7.33  12.66
H  -22.33  7.59  11.30
H  -24.00  8.01  11.33
H  -25.11  7.90  12.76
C  -21.51  -0.05  11.68
O  -22.58  -0.46  12.00
N  -21.00  1.09  12.03
N  -20.83  -0.74  10.78
H  -21.56  1.84  12.42
H  -20.07  1.40  11.80
H  -19.91  -0.40  10.52
H  -21.28  -1.51  10.32
C  -17.57  2.46  10.29
O  -18.75  2.15  10.53
N  -17.22  3.37  9.44
N  -16.54  2.07  10.82
H  -17.90  3.73  8.78
H  -16.25  3.46  9.17
H  -16.53  1.27  11.43
H  -15.72  2.56  10.49
C  -17.70  6.54  11.42
O  -16.77  6.82  10.66
N  -17.63  5.65  12.30
N  -18.91  7.00  11.32
H  -18.38  5.57  12.98
H  -16.74  5.18  12.36
H  -19.10  7.82  10.75
H  -19.57  6.77  12.05
C  -26.53  5.26  9.24
O  -25.41  5.65  9.20
N  -27.46  6.04  8.63
N  -26.92  4.11  9.75
H  -28.42  5.75  8.64
H  -27.09  6.95  8.38
H  -26.34  3.63  10.43
H  -27.86  3.80  9.56
C  -22.67  2.96  14.82
O  -22.70  3.74  13.91
N  -21.75  2.18  15.14
N  -23.78  2.62  15.48
H  -21.00  2.05  14.48
H  -21.97  1.55  15.90
H  -23.77  1.92  16.21
H  -24.58  3.24  15.50
C  -20.44  6.35  15.02
O  -20.34  5.93  13.87
N  -20.74  5.67  16.08
N  -19.98  7.46  15.28
H  -21.14  6.06  16.93
H  -20.92  4.68  16.00
H  -20.02  8.05  16.10
H  -19.74  7.87  14.39
C  -21.88  5.14  10.29
O  -21.70  5.22  9.08
N  -21.05  4.66  11.15
N  -23.12  5.05  10.75
H  -21.28  4.80  12.12
H  -20.17  4.34  10.77
H  -23.32  4.49  11.56
H  -23.91  5.45  10.25
C  -23.65  5.90  6.05
O  -23.54  5.99  4.92
N  -23.42  4.76  6.78
N  -24.19  6.80  6.82
H  -23.26  3.84  6.40
H  -23.37  4.96  7.76
H  -24.40  6.45  7.75
H  -24.60  7.63  6.42
C  -19.25  5.23  6.60
O  -18.17  5.22  6.03
N  -19.70  6.17  7.39
N  -20.11  4.27  6.54
H  -20.62  5.94  7.74
H  -19.16  7.02  7.42
H  -20.90  4.30  7.16
H  -19.88  3.52  5.90
C  -22.24  9.12  9.30
O  -21.04  8.76  9.18
N  -22.60  10.32  9.69
N  -23.25  8.25  9.43
H  -23.33  10.75  9.15
H  -21.74  10.82  9.88
H  -24.16  8.70  9.37
H  -23.14  7.32  9.05

## Properties
LUMO level in eV: -0.3
Highest occupied orbital energy in eV: -8.7
Charge: 0
Energy relative to the best compared isomer or geometry (same formula, charge and spin) in eV: 9.447
HOMO-LUMO gap in eV: 8.448

---

Entry 2:
The following is a quantum chemistry calculation of a molecular structure, C31H35N4O6PdS2, from the OMol25 dataset.

Geometry (Å):
Pd  -0.64  0.13  0.46
O  0.22  0.86  2.29
C  1.39  1.26  2.42
C  2.47  1.15  1.50
C  3.67  1.79  1.87
C  4.74  1.77  1.03
C  4.70  1.09  -0.20
C  3.55  0.45  -0.58
C  2.38  0.47  0.24
O  1.33  -0.10  -0.21
N  5.97  2.46  1.41
O  6.89  2.44  0.63
O  5.97  3.06  2.47
H  1.62  1.78  3.36
H  3.74  2.31  2.81
H  5.58  1.08  -0.83
H  3.49  -0.08  -1.52
S  -4.92  -0.72  -1.39
C  -3.62  0.15  -0.70
N  -2.49  -0.46  -0.64
C  -2.58  -1.74  -1.19
C  -1.53  -2.66  -1.30
C  -1.80  -3.87  -1.88
C  -3.08  -4.19  -2.36
C  -4.12  -3.29  -2.26
C  -3.85  -2.05  -1.66
H  -3.75  1.17  -0.35
H  -0.55  -2.41  -0.91
H  -1.00  -4.61  -1.97
H  -3.25  -5.15  -2.81
H  -5.10  -3.53  -2.63
C  -1.69  0.44  5.36
C  -1.94  -1.05  5.44
C  -1.28  -1.83  4.31
S  -2.15  -1.52  2.75
O  -1.12  -1.73  1.64
C  -3.25  -2.97  2.68
C  -2.65  -4.18  1.97
C  -1.59  -4.92  2.77
H  -2.27  0.98  6.12
H  -1.97  0.85  4.38
H  -0.64  0.67  5.52
H  -3.02  -1.26  5.45
H  -1.55  -1.45  6.38
H  -1.27  -2.90  4.50
H  -0.26  -1.49  4.12
H  -4.15  -2.62  2.16
H  -3.53  -3.18  3.71
H  -2.22  -3.85  1.02
H  -3.48  -4.85  1.73
H  -0.69  -4.31  2.90
H  -1.29  -5.83  2.26
H  -1.96  -5.21  3.76
C  2.85  3.16  -3.56
N  1.95  3.27  -2.43
N  0.86  2.44  -2.26
C  0.35  2.62  -1.00
O  -0.69  2.02  -0.61
C  1.18  3.59  -0.38
C  2.15  3.94  -1.28
C  3.32  4.85  -1.12
C  0.27  1.69  -3.32
C  0.18  0.31  -3.18
C  -0.43  -0.42  -4.19
C  -0.92  0.21  -5.32
C  -0.81  1.59  -5.45
C  -0.22  2.34  -4.44
H  2.55  2.32  -4.18
H  3.87  2.99  -3.21
H  2.82  4.07  -4.16
H  1.05  3.98  0.61
H  3.23  5.40  -0.19
H  3.39  5.56  -1.95
H  4.25  4.28  -1.08
H  0.60  -0.16  -2.30
H  -0.51  -1.50  -4.09
H  -1.38  -0.36  -6.10
H  -1.20  2.09  -6.32
H  -0.16  3.42  -4.51

## Properties
LUMO level (spin up / spin down) in eV: -2.7 / -3.7
Highest occupied orbital energy (spin up / spin down) in eV: -10.7 / -10.9
Charge: +1
Energy relative to the best compared isomer or geometry (same formula, charge and spin) in eV: 0.000
Multiplicity: 3
HOMO-LUMO gap (spin up / spin down) in eV: 8.060 / 7.188

---

Entry 3:
The following is a quantum chemistry calculation of 2 unconnected molecules or ions with the total composition C4H8O2, from the OMol25 dataset.

Geometry (Å):
C  1.66  -1.28  0.09
C  0.54  -0.61  0.80
C  0.01  1.64  -0.25
O  -1.28  1.76  0.12
C  -2.28  1.12  -0.60
O  -2.11  0.30  -1.44
H  2.60  -0.82  0.38
H  1.70  -2.35  0.31
H  1.54  -1.15  -0.98
H  0.60  -0.72  1.88
H  -0.43  -1.00  0.47
H  0.65  0.54  0.68
H  0.03  1.06  -1.20
H  -3.24  1.51  -0.25

## Properties
LUMO level in eV: 0.0
Highest occupied orbital energy in eV: -8.9
Charge: 0
Energy relative to the best compared isomer or geometry (same formula, charge and spin) in eV: 4.521
HOMO-LUMO gap in eV: 8.908

---

Entry 4:
The following is a quantum chemistry calculation of a molecular structure, C4H8O, from the OMol25 dataset.

Geometry (Å):
C  0.57  -0.76  1.41
C  0.93  0.17  0.27
O  0.44  -0.18  -1.02
C  0.05  1.25  -0.17
C  -1.26  0.09  -1.17
H  0.91  -0.33  2.36
H  1.03  -1.74  1.28
H  -0.52  -0.89  1.47
H  2.00  0.34  0.15
H  0.62  2.00  -0.74
H  -1.78  -0.29  -0.30
H  -1.72  1.00  -1.54
H  -1.26  -0.65  -1.98

## Properties
LUMO level in eV: 1.0
Highest occupied orbital energy in eV: -8.0
Charge: 0
Energy relative to the best compared isomer or geometry (same formula, charge and spin) in eV: 5.946
HOMO-LUMO gap in eV: 9.009

---

Entry 5:
The following is a quantum chemistry calculation of a single C4H3F2NS molecule in a non-equilibrium geometry, from the OMol25 dataset.

Geometry (Å):
C  -2.45  0.87  0.16
C  -1.97  -0.43  0.05
C  -0.44  -0.49  0.31
C  2.15  0.24  -0.15
N  -2.56  2.01  0.16
F  -2.63  -1.46  -0.40
F  0.05  -1.68  0.18
S  0.62  0.93  0.47
H  1.89  -0.09  -1.17
H  2.32  -0.82  0.28
H  3.03  0.93  0.11

## Properties
LUMO level (spin up / spin down) in eV: -0.2 / -0.2
Highest occupied orbital energy (spin up / spin down) in eV: -8.5 / -8.5
Charge: 0
Energy relative to the best compared isomer or geometry (same formula, charge and spin) in eV: 1.041
SMILES: CS/C(F)=C(/F)C#N
HOMO-LUMO gap (spin up / spin down) in eV: 8.365 / 8.366

---

Entry 6:
The following is a quantum chemistry calculation of 8 unconnected molecules or ions with the total composition C13H42O8 in a non-equilibrium geometry, from the OMol25 dataset.

Geometry (Å):
C  2.58  4.95  -9.82
C  3.86  4.32  -9.28
O  4.65  3.74  -10.31
H  1.87  4.18  -10.15
H  2.71  5.45  -10.78
H  2.04  5.62  -9.16
H  3.58  3.57  -8.53
H  4.46  5.02  -8.68
H  5.28  3.18  -9.84
C  6.13  -1.08  -11.72
C  7.31  -0.13  -11.40
O  7.52  -0.16  -9.98
H  5.34  -1.03  -10.98
H  6.51  -2.10  -11.76
H  5.80  -0.74  -12.70
H  7.08  0.89  -11.70
H  8.20  -0.43  -11.96
H  7.36  0.72  -9.63
C  12.13  0.31  -8.79
C  12.22  0.24  -7.25
O  11.81  -0.99  -6.82
H  12.83  -0.41  -9.22
H  12.47  1.28  -9.16
H  11.10  0.21  -9.11
H  11.58  1.01  -6.80
H  13.21  0.48  -6.88
H  10.86  -0.99  -6.75
C  13.01  5.56  -9.20
C  11.74  5.33  -8.44
O  10.58  5.75  -9.16
H  13.18  6.62  -9.42
H  13.07  5.03  -10.15
H  13.86  5.27  -8.58
H  11.68  5.87  -7.49
H  11.69  4.28  -8.18
H  10.63  6.71  -9.13
C  8.60  -0.34  -3.69
C  7.17  -0.34  -3.22
O  6.49  -1.53  -3.59
H  8.53  -0.43  -4.77
H  9.23  -1.11  -3.24
H  8.94  0.65  -3.38
H  6.64  0.47  -3.72
H  7.05  -0.11  -2.15
H  6.97  -2.27  -3.22
O  8.05  3.41  -13.08
H  7.32  4.01  -13.25
H  8.33  3.61  -12.17
O  8.59  4.35  -10.56
H  9.38  4.75  -10.15
H  7.98  5.09  -10.68
C  6.31  1.83  -7.07
C  7.41  2.73  -7.73
C  8.85  2.39  -7.38
O  7.26  2.47  -9.12
H  6.10  2.02  -6.02
H  6.38  0.78  -7.37
H  5.44  2.04  -7.69
H  7.41  3.80  -7.53
H  9.52  3.06  -7.92
H  9.07  1.33  -7.55
H  9.09  2.56  -6.32
H  7.77  3.15  -9.60

## Properties
LUMO level in eV: 0.0
Highest occupied orbital energy in eV: -9.2
Charge: 0
Energy relative to the best compared isomer or geometry (same formula, charge and spin) in eV: 2.239
SMILES: CC(C)O.CCO.CCO.CCO.CCO.CCO.O.O
HOMO-LUMO gap in eV: 9.280